*one*
9
Properties=species:S:1:pos:R:3 method="wB97M-V/def2-TZVPD" smiles="O=C(S)CS" lumo_energy_ev=0.5
O 1.453 0.047 0.941
C 0.705 0.512 0.184
S 1.167 1.662 -0.970
C -0.673 -0.212 0.207
S -0.386 -1.944 -0.253
H 0.041 2.004 -1.603
H -1.373 0.136 -0.609
H -1.271 -0.072 1.187
H 0.338 -2.133 0.917


*two*
9
Properties=species:S:1:pos:R:3 method="wB97M-V/def2-TZVPD" smiles="C=C[S@H](=O)=S" lumo_energy_ev=0.0
C 1.460 -0.150 -0.318
C 0.306 0.533 -0.312
S -1.213 -0.269 0.174
O -1.277 -1.665 -0.180
S -2.685 0.863 0.006
H 2.413 0.307 -0.232
H 1.349 -1.248 -0.244
H 0.292 1.820 -0.334
H -0.644 -0.191 1.441


Going by the energies, *one* is most stable and the next is 239.1 kJ/mol up.


*one*
9
Properties=species:S:1:pos:R:3 method="wB97M-V/def2-TZVPD" lumo_energy_ev=0.0
C -0.826 0.435 -0.305
C 0.269 -0.323 -0.284
O 1.954 1.698 0.064
S 3.368 -0.840 -0.095
S 1.863 0.289 0.332
H -1.671 0.117 -0.761
H -0.852 1.590 -0.271
H 0.142 -1.969 -0.425
H 1.352 0.122 1.582


*two*
9
Properties=species:S:1:pos:R:3 method="wB97M-V/def2-TZVPD" smiles="OC(=S)CS" lumo_energy_ev=0.1
O -0.693 1.601 0.102
C -1.017 0.264 0.092
S -2.523 -0.224 -0.235
C 0.147 -0.733 0.363
S 1.820 -0.005 -0.190
H 0.272 1.560 0.138
H -0.039 -1.592 -0.183
H 0.363 -0.972 1.436
H 1.672 0.100 -1.524


Going by the energies, *two* is most stable and the next is 446.4 kJ/mol up.


*one*
8
Properties=species:S:1:pos:R:3 method="wB97M-V/def2-TZVPD" smiles="C=N.O" lumo_energy_ev=0.7
C -1.659 0.391 -1.123
N -2.649 1.048 -0.652
H -1.741 -0.549 -1.658
H -0.664 0.855 -1.131
H -2.405 2.029 -0.818
O 3.130 -1.535 1.544
H 2.278 -1.374 1.948
H 3.709 -0.864 1.890


*two*
8
Properties=species:S:1:pos:R:3 method="wB97M-V/def2-TZVPD" smiles=NCO lumo_energy_ev=1.0
N 0.687 0.432 0.642
C -0.593 0.021 0.134
O -0.577 -0.602 -1.159
H 1.355 -0.326 0.703
H 1.076 1.181 0.086
H -1.194 0.915 0.034
H -1.061 -0.664 0.840
H 0.306 -0.958 -1.281


Going by the energies, *two* is most stable and the next is 118.8 kJ/mol up.